C29H43Br2IIrN5O2S | ωB97M-V/def2-TZVPD

Its HOMO-LUMO gap (spin up / spin down) is 7.48 / 5.06 eV. As for the net charge: +3. The spin multiplicity is 6. As for the energy above the lowest of the compared OMol25 structures with the same formula, charge and spin: 12.0 kJ/mol. The value obtained for the HOMO energy (spin up / spin down) is -0.590 / -0.613 hartree. As for the expectation value of S²: 8.792.

Geometry (Å):
Ir -1.469 -0.515 0.449
I -4.344 -0.503 1.132
Br 0.476 -4.119 -0.506
Br -1.928 -2.446 -1.833
S 0.812 -0.641 -0.375
O 0.474 -4.479 3.671
O -0.474 0.320 2.284
N -1.763 -2.220 1.795
N 1.113 1.987 -0.112
N 1.475 1.155 -2.235
N -1.962 0.868 -1.132
N 1.622 -0.084 5.109
C 1.469 3.383 -0.438
C -2.848 -3.105 1.459
C 3.749 3.388 0.725
C 2.947 0.085 -3.938
C 0.978 1.975 4.027
C -3.063 2.274 -3.048
C -0.096 -1.684 3.521
C -3.324 3.691 -2.508
C -4.976 -4.780 0.846
C 1.572 0.120 -3.284
C 0.069 -0.282 3.256
C 3.470 4.450 1.784
C -2.445 1.488 -1.972
C 0.658 -2.245 4.525
C -4.087 -2.578 1.115
C 2.973 3.609 -0.573
C 0.582 -3.714 4.860
C -2.678 -4.483 1.499
C 0.908 0.501 4.172
C -4.383 1.576 -3.426
C -3.744 -5.317 1.192
C -2.093 2.301 -4.239
C 1.542 -1.401 5.257
C 4.045 -0.600 -3.125
C 4.490 0.136 -1.864
C -5.155 -3.402 0.812
C -1.115 -4.199 -1.565
C -1.145 -2.479 2.885
C 1.155 0.988 -0.975
H 1.775 2.082 -2.513
H 0.935 3.662 -1.351
H -5.807 -5.429 0.609
H -4.212 0.562 -3.788
H 3.744 5.440 1.418
H 0.796 0.336 -4.019
H 4.814 3.394 0.488
H 1.411 2.406 4.926
H 1.638 2.228 3.190
H 3.544 2.383 1.112
H -1.151 2.784 -3.974
H -2.397 4.187 -2.218
H 1.338 -0.845 -2.831
H 3.721 0.153 -1.086
H -1.710 -4.895 1.762
H 4.910 -0.720 -3.778
H 4.052 4.265 2.686
H 3.111 4.638 -0.914
H 1.447 -3.999 5.460
H 5.365 -0.346 -1.431
H 1.054 3.995 0.360
H -6.121 -2.984 0.561
H -1.482 -3.343 3.452
H -0.867 -4.562 -2.554
H -4.847 2.149 -4.229
H -1.895 1.298 -4.618
H 4.772 1.168 -2.089
H 2.186 -1.837 6.014
H -2.553 2.880 -5.039
H 2.823 -0.443 -4.886
H 2.417 4.495 2.076
H -4.005 3.677 -1.658
H 1.151 -5.163 3.658
H -0.001 2.409 3.827
H 3.246 1.105 -4.207
H -3.612 -6.390 1.227
H -5.075 1.548 -2.585
H -0.302 -3.885 5.486
H -3.786 4.274 -3.304
H -1.854 -4.811 -1.066
H 3.721 -1.615 -2.873
H 0.836 1.763 0.833
H 3.382 2.970 -1.360